Entry from OMol25: a cluster of 2 separate species, C5H13NO2 in total in a non-equilibrium geometry (wB97M-V/def2-TZVPD).

## Properties
- SMILES string: CCCNCC=O.O
- E_HOMO: -9.4 eV
- Max |F|: 3.840 eV/Å
- Kohn-Sham gap: 0.357 Eh
- Net charge: 0

Cartesian coordinates (Å):
C  1.8734  2.8836  0.1623
C  0.3658  2.3105  -0.0917
C  0.4506  0.9774  -0.8765
N  0.1683  -0.1595  -0.0293
C  -1.2451  -0.3293  0.3273
C  -1.2857  -1.2393  1.5577
O  -2.2166  -1.3908  2.2975
H  2.5296  2.0433  -0.0509
H  1.9650  3.1203  1.2205
H  2.0585  3.7055  -0.5244
H  -0.2695  3.0987  -0.4748
H  0.1722  2.0482  0.9570
H  1.4215  0.8589  -1.3403
H  -0.2369  1.2149  -1.7039
H  0.4548  -1.0374  -0.4482
H  -1.7674  -0.8109  -0.5162
H  -1.7139  0.6375  0.5011
H  -0.3093  -1.6366  1.9213
O  -1.1456  -5.5938  -1.0314
H  -0.2621  -6.0081  -1.1216
H  -1.0077  -4.6932  -0.7355

Entry from OMol25: the molecule C5H13NO2 in a non-equilibrium geometry (wB97M-V/def2-TZVPD).

## Properties
- SMILES string: C[C@H](NCO)[C@@H](C)O
- E_HOMO: -9.4 eV
- Max |F|: 3.728 eV/Å
- Kohn-Sham gap: 0.375 Eh
- Net charge: 0

Cartesian coordinates (Å):
C  0.5017  -0.2570  1.5472
C  0.2053  -0.2770  -0.0159
N  -0.0304  1.1114  -0.4905
C  1.1497  1.9040  -0.3945
O  1.5243  2.4128  0.9212
C  -1.1328  -0.9407  -0.3469
C  -1.0706  -1.8451  -1.5625
O  -1.8164  -1.6135  0.7398
H  1.4509  0.2212  1.7682
H  0.5645  -1.2762  1.8407
H  -0.1722  0.3332  2.1773
H  1.0995  -0.7476  -0.4076
H  -0.7370  1.5517  0.0857
H  2.0326  1.2975  -0.7244
H  0.9444  2.8253  -1.0066
H  2.0555  3.2312  0.7468
H  -1.9296  -0.1817  -0.5203
H  -0.2795  -1.4579  -2.2735
H  -2.0301  -1.6886  -2.1614
H  -1.0447  -2.9327  -1.4668
H  -1.2850  -1.6703  1.5441

Entry from OMol25: a cluster of 2 separate species, C5H13NO2 in total in a non-equilibrium geometry (wB97M-V/def2-TZVPD).

## Properties
- SMILES string: COC(C)=O.CCN
- E_HOMO (spin up / spin down): -6.2 / -6.6 eV
- Max |F|: 3.986 eV/Å
- Kohn-Sham gap (spin up / spin down): 0.256 / 0.259 Eh
- Net charge: 0

Cartesian coordinates (Å):
C  0.6328  -1.5552  -1.6228
O  0.8967  -0.6335  -0.6143
C  1.2958  -0.1507  0.9323
C  2.6957  0.3939  0.7841
O  0.9649  -0.9374  1.7863
H  0.4855  -2.2311  -2.4782
H  -0.0353  -0.8833  -2.2139
H  1.2438  -2.3972  -1.2375
H  2.9662  0.9582  1.6773
H  3.3975  -0.4331  0.6950
H  2.7756  1.0506  -0.0785
C  -2.7145  0.1010  0.1485
C  -1.4990  0.8211  -0.3845
N  -0.2838  1.0730  0.8664
H  -3.5724  0.2376  -0.5165
H  -3.0612  0.5600  1.0756
H  -2.4942  -0.9533  0.2950
H  -1.2210  0.4155  -1.3540
H  -1.7137  1.8735  -0.5655
H  -0.6054  0.6326  1.7251
H  -0.1541  2.0576  1.0801

Entry from OMol25: a cluster of 2 separate species, C5H13NO2 in total in a non-equilibrium geometry (wB97M-V/def2-TZVPD).

## Properties
- E_HOMO (spin up / spin down): -14.3 / -14.1 eV
- Max |F|: 11.783 eV/Å
- Expectation value of S²: 0.7560
- Kohn-Sham gap (spin up / spin down): 0.411 / 0.172 Eh
- Net charge: +1
- 2S+1: 2

Cartesian coordinates (Å):
C  -1.0087  -2.3032  -0.4606
O  -1.6330  -1.9072  -1.7628
C  -1.2015  -0.9267  0.2444
C  0.1968  -0.8140  1.0306
C  0.1828  0.6310  1.7740
C  1.2573  2.7145  1.1627
N  0.5859  1.6477  0.7500
H  -1.5844  -3.0875  -0.0708
H  0.0016  -2.4841  -0.5608
H  -2.3702  -2.2815  -1.6756
H  -1.1594  -0.1499  -0.4079
H  -2.2201  -0.7602  0.7563
H  0.4773  -1.6453  1.6277
H  1.0192  -0.6511  0.2443
H  -0.7600  0.8714  2.2170
H  0.8920  0.4879  2.7045
H  1.6136  3.3600  0.4059
H  1.5606  2.6582  2.2194
H  1.4083  1.0427  -1.2467
H  0.7211  1.2119  -2.5651
O  1.6004  1.1676  -2.1629

Relative energy (zero: lowest compared OMol25 entry of this formula, charge and spin): 59.2, 56.5, 256.5, 113.0 (kcal per mole)